{
  "formula": "C54H48F3N3O6ReS4Si",
  "method": "ωB97M-V/def2-TZVPD",
  "symbols": ["Re", "C", "Si", "C", "C", "C", "C", "C", "C", "N", "C", "S", "H", "H", "H", "H", "H", "H", "H", "H", "H", "H", "H", "H", "C", "C", "C", "C", "C", "C", "C", "S", "O", "C", "C", "C", "C", "C", "C", "C", "C", "C", "C", "C", "C", "C", "C", "C", "C", "C", "C", "C", "C", "S", "O", "C", "C", "C", "C", "C", "C", "C", "H", "H", "H", "H", "H", "H", "H", "H", "H", "H", "H", "H", "H", "H", "H", "H", "H", "H", "H", "H", "H", "H", "H", "H", "H", "H", "N", "C", "C", "C", "C", "C", "C", "S", "O", "O", "O", "H", "H", "H", "H", "H", "H", "F", "C", "F", "F", "C", "C", "C", "N", "C", "C", "H", "H", "H", "H", "O"],
  "xyz": [[-0.74737, 0.21504, -0.34970], [-7.30309, 0.12933, 1.18181], [-6.28684, -0.25503, -0.33770], [-5.87580, -2.07839, -0.31702], [-7.30687, 0.09395, -1.86318], [-4.79917, 0.87035, -0.35255], [-5.01896, 2.33498, -0.36934], [-3.97149, 3.18296, -0.38082], [-2.59901, 2.64406, -0.37640], [-2.42107, 1.38738, -0.36155], [-3.51120, 0.45402, -0.34932], [-2.73861, -1.19388, -0.33204], [-8.21036, -0.50322, 1.18806], [-7.59854, 1.19529, 1.17136], [-6.70327, -0.07752, 2.08785], [-6.81603, -2.66111, -0.30911], [-5.29423, -2.32142, 0.59153], [-5.29644, -2.34252, -1.22104], [-8.21404, -0.53855, -1.85256], [-6.70917, -0.13390, -2.76563], [-7.60224, 1.15989, -1.87677], [-6.02866, 2.73323, -0.37268], [-4.13183, 4.25551, -0.39324], [-1.74726, 3.29558, -0.38516], [-0.71705, -0.82175, 8.03435], [-0.71139, -0.58065, 6.55307], [-0.32023, 0.66124, 6.04925], [-0.34104, 0.89727, 4.67869], [-0.74669, -0.10243, 3.78898], [-1.17794, -1.33058, 4.28714], [-1.15672, -1.56630, 5.66406], [-0.74063, 0.24307, 1.98766], [-0.97884, 1.72177, 2.01281], [1.15844, -0.02171, 1.80386], [1.56754, -1.22589, 2.40502], [2.54657, -1.19799, 3.38947], [3.11714, 0.02187, 3.77416], [3.97624, 0.09146, 4.88369], [4.57653, 1.28970, 5.24469], [4.33534, 2.44005, 4.49583], [3.49664, 2.38522, 3.38826], [2.86066, 1.18531, 3.00008], [2.04415, 1.08241, 1.82995], [2.57441, 1.78479, 0.56124], [3.99198, 1.72108, 0.25819], [4.88331, 0.73970, 0.76194], [6.25217, 0.75099, 0.50457], [6.79916, 1.74655, -0.29552], [5.96498, 2.70004, -0.85316], [4.58102, 2.68672, -0.60697], [3.78392, 3.64643, -1.22429], [2.41385, 3.59189, -1.08104], [1.80002, 2.62254, -0.26735], [0.01537, 2.48664, -0.37323], [-0.46860, 3.87619, -0.05676], [-0.09517, 2.43859, -2.18457], [0.63304, 1.51411, -2.96457], [0.55602, 1.57271, -4.35987], [-0.25663, 2.51784, -4.99445], [-0.33962, 2.59420, -6.49089], [-1.01560, 3.39458, -4.21769], [-0.93348, 3.35368, -2.82757], [0.00530, -0.17315, 8.53989], [-0.43820, -1.85480, 8.26028], [-1.71135, -0.62059, 8.44295], [0.00413, 1.45604, 6.71560], [-0.03177, 1.87111, 4.30536], [-1.52928, -2.10865, 3.61695], [-1.49364, -2.52689, 6.04478], [0.97287, -2.12919, 2.29426], [2.76738, -2.10902, 3.94011], [4.18205, -0.79625, 5.47658], [5.23569, 1.32985, 6.10653], [4.80468, 3.37962, 4.77136], [3.32534, 3.29847, 2.82152], [4.51041, -0.08178, 1.36608], [6.88864, -0.01729, 0.93249], [7.86587, 1.76894, -0.49387], [6.40253, 3.46155, -1.49487], [4.21338, 4.40868, -1.86893], [1.80569, 4.30933, -1.62869], [1.28595, 0.78379, -2.49743], [1.14653, 0.88315, -4.94770], [0.41224, 1.95886, -6.96743], [-0.16452, 3.62104, -6.82669], [-1.32826, 2.27157, -6.83001], [-1.66580, 4.12759, -4.68806], [-1.51929, 4.05999, -2.24425], [-0.76335, 0.19134, -2.40564], [-0.12499, -0.92964, -3.08232], [0.13797, -0.88732, -4.46071], [0.68111, -1.99069, -5.11581], [0.93593, -3.15357, -4.40182], [0.65024, -3.22822, -3.04651], [0.09413, -2.11878, -2.39450], [1.68556, -4.57911, -5.23157], [2.57935, -5.11496, -4.21059], [2.35364, -3.98049, -6.38221], [0.51728, -5.39441, -5.53952], [-0.36616, 1.14978, -2.78905], [-1.72013, 0.30870, -2.77084], [-0.06904, -0.00456, -5.03495], [0.90244, -1.95321, -6.17828], [0.85690, -4.14354, -2.50989], [-0.15393, -2.17268, -1.30583], [0.74782, -6.49524, 0.86442], [1.13398, -5.85890, -0.27201], [2.47668, -6.02811, -0.35786], [0.60062, -6.56756, -1.29724], [0.70965, -4.41706, -0.29187], [-0.64686, -4.08623, -0.20990], [-1.00822, -2.75272, -0.22926], [-0.11775, -1.73448, -0.32718], [1.19948, -2.07730, -0.40461], [1.64879, -3.38415, -0.39109], [-1.40884, -4.85483, -0.13107], [-2.05040, -2.44900, -0.16659], [1.89187, -1.24799, -0.47787], [2.71176, -3.59099, -0.45627], [0.97056, 0.21661, -0.35219]],
  "forces_ev_per_a": [[-3.0, -3.0, -1.4], [0.0, 0.2, 0.2], [-0.7, -0.6, 0.0], [0.2, -0.1, 0.0], [0.0, 0.2, -0.2], [-0.3, 1.7, 0.0], [0.2, -1.9, 0.0], [1.9, -0.3, 0.0], [-5.0, 1.9, -0.3], [-2.6, -2.9, -0.1], [1.3, 0.7, -0.1], [-4.7, 6.3, -0.8], [0.4, 0.3, 0.1], [0.0, -0.5, 0.2], [-0.4, 0.2, -0.3], [0.4, 0.3, 0.0], [-0.2, -0.1, -0.5], [-0.2, -0.1, 0.5], [0.4, 0.3, -0.1], [-0.4, 0.1, 0.3], [0.0, -0.5, -0.2], [0.0, -0.2, 0.0], [0.2, -0.1, 0.0], [-1.4, 0.6, 0.2], [0.2, -0.1, 0.1], [-0.2, 0.0, -0.1], [-0.1, -0.4, -0.6], [0.2, 0.4, -0.6], [-0.3, -1.0, 0.4], [0.1, 0.0, 0.1], [0.1, 0.3, -0.3], [1.3, 2.4, 2.4], [0.0, 0.2, 0.7], [0.7, 0.0, 1.8], [0.0, 0.4, 1.4], [-0.6, -0.5, -0.8], [-0.1, -0.1, 0.3], [0.8, 1.0, 0.8], [-0.2, -1.2, 0.2], [-0.8, 0.3, -1.1], [0.8, 0.6, 0.4], [0.4, -0.3, -0.4], [0.8, -0.3, -1.0], [-1.1, 1.4, 0.5], [0.1, 0.1, 0.3], [0.7, -0.5, 0.4], [-1.3, -0.3, 0.4], [-0.2, 1.0, -0.7], [1.2, -0.8, 0.3], [0.1, -0.1, 0.0], [-1.5, 0.5, -0.2], [0.2, 0.2, -0.6], [1.3, -0.7, 1.1], [2.9, 3.0, -1.5], [1.9, -0.1, 0.6], [1.7, 4.5, -0.1], [7.8, 5.2, -2.1], [1.5, 2.6, -0.2], [0.0, 0.0, 0.2], [0.2, -0.1, -0.1], [0.0, -0.4, 0.2], [0.2, -0.1, 0.3], [-0.2, 0.0, -0.1], [-0.2, 0.1, 0.0], [0.1, -0.1, 0.1], [0.0, -0.2, -0.1], [-0.1, -0.2, -0.1], [0.0, 0.0, 0.0], [0.1, 0.1, 0.0], [0.0, 0.1, 0.0], [0.1, 0.1, -0.1], [-0.1, 0.0, -0.2], [-0.1, 0.0, -0.1], [-0.1, -0.1, 0.0], [0.0, -0.2, 0.0], [-0.1, 0.2, 0.0], [-0.2, 0.0, -0.1], [-0.1, 0.0, 0.0], [-0.3, -0.1, 0.1], [0.0, -0.1, 0.2], [0.0, -0.2, 0.1], [0.2, 0.5, 0.0], [0.6, 1.1, 0.3], [-0.1, 0.0, 0.1], [-0.1, -0.1, 0.0], [0.1, 0.1, -0.1], [0.1, -0.1, 0.0], [0.3, -0.1, -0.1], [-3.6, -4.3, -0.2], [-0.5, -1.7, -0.6], [-0.6, -1.1, -0.2], [-0.3, 0.4, 0.4], [0.5, -0.3, 0.2], [-0.2, 0.6, -1.3], [-0.2, -0.5, -5.2], [-0.2, 0.4, 0.0], [-0.2, 0.0, -0.2], [-0.2, -0.3, 0.3], [0.4, 0.0, 0.0], [-6.1, -3.9, 0.9], [0.0, -0.4, 0.2], [-1.0, -1.2, -0.2], [0.0, -0.1, 0.1], [0.0, 0.1, -0.6], [-0.2, -1.9, -11.3], [-0.1, 0.6, -0.2], [0.7, -1.8, -0.5], [-0.8, 0.6, 0.1], [0.1, 0.8, 0.6], [-0.1, 0.5, 0.4], [0.5, 0.1, 0.1], [0.8, -2.5, 3.8], [0.3, -0.9, 10.7], [2.0, -0.8, 2.8], [-0.6, -0.1, 0.7], [0.1, 0.1, -0.1], [2.0, -4.0, 0.5], [-0.1, -0.6, -0.1], [-0.2, 0.1, -0.1], [2.7, 1.9, -0.8]],
  "lowdin_charge": [1.1625, -0.1799, 0.4741, -0.2079, -0.1794, -0.2205, -0.0496, -0.0007, -0.1499, -0.1939, -0.5135, 0.8100, 0.0414, 0.0331, 0.0408, 0.0436, 0.0252, 0.0290, 0.0419, 0.0423, 0.0327, 0.1055, 0.1111, -0.0318, -0.0472, -0.2635, -0.0152, -0.0417, -0.3114, -0.0667, -0.0246, 0.9504, -0.5099, -0.2877, -0.0836, -0.0018, -0.1947, -0.0246, -0.0812, -0.0669, -0.0088, -0.1469, -0.0833, -0.0614, -0.0834, 0.0020, -0.0615, -0.0724, -0.0243, -0.1717, -0.0145, -0.0463, -0.2484, 1.0058, -0.4011, -0.3289, -0.1604, -0.0326, -0.2340, -0.0303, -0.0040, -0.0252, 0.0813, 0.0827, 0.0903, 0.1220, 0.1218, 0.1139, 0.1185, 0.1172, 0.1254, 0.1147, 0.1029, 0.1064, 0.1257, 0.1147, 0.1086, 0.1077, 0.1162, 0.1219, 0.1238, 0.1593, 0.1243, 0.0881, 0.0893, 0.0932, 0.1234, 0.1183, -0.0672, -0.2023, -0.0360, -0.0175, -0.2197, -0.0037, -0.0457, 0.4176, -0.3652, -0.3663, -0.3541, -0.0800, 0.1537, 0.0745, 0.1185, 0.0952, -0.1291, 0.1330, -0.5385, 0.1421, 0.1571, -0.0798, 0.0867, -0.2272, -0.1942, -0.0843, 0.0611, 0.1490, -0.1780, 0.1437, 0.1528, -0.5721],
  "charge": 0,
  "lumo_ev": [-1.6, -1.7],
  "molar_mass_g_mol": 1234.5,
  "spin_multiplicity": 2,
  "largest_force_ha_per_bohr": 0.22386,
  "total_energy_ev": -135012.79642,
  "homo_lumo_gap_ev": [5.81, 5.72]
}

{
  "formula": "C6H3IN3O4PS2",
  "method": "ωB97M-V/def2-TZVPD",
  "symbols": ["O", "N", "O", "C", "C", "P", "O", "O", "S", "C", "C", "I", "C", "N", "S", "N", "C", "H", "H", "H"],
  "xyz": [[-1.83454, 0.81260, -2.72494], [-0.65960, 0.86539, -3.13254], [0.04593, -0.13757, -2.55543], [0.39049, 0.18870, -1.16352], [-0.45879, -0.46538, 0.07501], [-1.91586, -1.68855, -0.04581], [-3.37074, -1.02655, 0.71966], [-1.46474, -3.08501, 0.95536], [-2.28432, -2.37933, -1.82446], [0.02198, -0.04489, 1.62083], [1.28019, 0.95415, 1.95072], [1.83906, 1.37310, 4.02445], [2.10725, 1.60444, 0.69302], [3.29442, 2.54212, 0.63327], [3.59673, 2.80550, -1.08638], [2.41853, 1.86242, -1.96937], [1.63607, 1.21998, -0.83604], [-3.46748, -1.51903, 1.60929], [-0.59010, -3.38385, 0.52283], [-0.58447, -0.49824, 2.53405]],
  "forces_ev_per_a": [[4.7, 1.0, -1.8], [-6.5, 0.7, 0.8], [2.9, -0.4, 4.1], [-0.9, -0.7, 3.7], [3.8, 3.4, 0.3], [-1.1, -1.5, 0.1], [3.5, -2.5, 0.9], [1.0, 2.8, -1.8], [0.3, 0.8, 1.1], [2.8, 2.1, -1.5], [-2.4, -1.9, -3.6], [-0.5, -0.4, -2.0], [0.4, 0.2, -2.2], [-4.3, -3.2, -2.8], [-2.9, -2.4, 1.8], [-0.8, -0.7, 6.9], [0.2, 0.1, -0.9], [0.1, 1.1, -1.8], [-1.9, 0.5, 0.9], [1.5, 1.1, -2.2]],
  "nbo_charge": [-0.2329, 0.3966, -0.3934, 0.3199, -0.4467, 1.6681, -0.9305, -0.9614, -0.4865, -0.1892, -0.2190, 0.2454, 0.0998, -0.5389, 0.8441, -0.5159, 0.0669, 0.5050, 0.5081, 0.2604],
  "charge": 0,
  "lumo_ev": -2.4,
  "molar_mass_g_mol": 403.1,
  "spin_multiplicity": 1,
  "smiles": "O=NOc1c(P(O)(O)=S)cc(I)c2nsnc12",
  "largest_force_ha_per_bohr": 0.13520,
  "total_energy_ev": -57979.20779,
  "homo_lumo_gap_ev": 6.64
}

{
  "formula": "C27H32F5N2OPdSe2Te2",
  "method": "ωB97M-V/def2-TZVPD",
  "symbols": ["Pd", "Te", "C", "C", "C", "C", "C", "C", "H", "H", "H", "H", "H", "F", "Te", "F", "F", "F", "F", "O", "Se", "C", "C", "C", "C", "C", "C", "H", "H", "H", "H", "H", "C", "C", "C", "C", "N", "C", "Se", "N", "C", "C", "C", "C", "C", "C", "C", "C", "C", "C", "H", "H", "H", "H", "H", "H", "H", "H", "H", "H", "H", "H", "H", "H", "H", "H", "H", "H", "H", "H", "H", "H"],
  "xyz": [[2.95539, -0.30282, -0.76405], [3.52750, -2.66808, -0.17679], [3.30776, -2.18921, -2.20636], [2.24037, -2.68462, -2.98425], [1.95473, -2.11195, -4.19881], [2.69250, -1.01133, -4.66703], [3.73538, -0.51654, -3.92615], [4.06426, -1.09861, -2.68414], [1.65459, -3.51634, -2.61450], [1.14733, -2.50906, -4.80141], [2.44995, -0.56932, -5.62402], [4.32836, 0.30906, -4.29495], [4.99182, -0.81730, -2.19519], [3.44628, 2.65550, -3.19838], [2.86461, 3.19944, -1.53729], [4.22510, 4.42897, -1.29578], [1.21476, 2.34404, -1.77386], [1.97696, 4.08321, 0.16572], [1.98162, 4.62030, -2.31778], [3.54381, 1.94255, -0.48618], [0.22753, 3.84380, 0.94708], [-0.32155, 5.60154, 0.67119], [-0.15187, 6.54218, 1.69418], [-0.58379, 7.83935, 1.49432], [-1.17760, 8.19106, 0.28658], [-1.34369, 7.25748, -0.73056], [-0.91367, 5.95711, -0.54564], [0.31110, 6.24806, 2.62622], [-0.45997, 8.57717, 2.27477], [-1.51356, 9.20847, 0.13494], [-1.80399, 7.54853, -1.66450], [-1.02276, 5.21828, -1.32741], [-3.52184, -0.21636, -1.98266], [-2.77601, 0.12118, -0.69642], [-1.30972, 0.48155, -0.92657], [-0.42176, -0.70285, -1.28440], [-0.31009, -1.65753, -0.17918], [0.44175, -1.51245, 0.92685], [1.68712, -0.13914, 1.28532], [0.19773, -2.54020, 1.75639], [0.84011, -2.74624, 3.05569], [0.18670, -1.92021, 4.15678], [-1.24521, -2.33736, 4.48659], [-1.32604, -3.65115, 5.25627], [-0.71216, -3.40046, 1.15544], [-1.26593, -4.60418, 1.57645], [-2.14698, -5.22156, 0.71144], [-2.46972, -4.65908, -0.53136], [-1.92182, -3.46192, -0.94713], [-1.03199, -2.84189, -0.07679], [-4.55504, -0.49630, -1.77913], [-3.06166, -1.04653, -2.52200], [-3.53425, 0.64097, -2.65799], [-2.84851, -0.71053, 0.01202], [-3.26999, 0.96617, -0.21201], [-0.88686, 0.95941, -0.03930], [-1.22801, 1.21077, -1.73661], [0.58421, -0.37312, -1.54606], [-0.80893, -1.25866, -2.13725], [1.88922, -2.47519, 2.94230], [0.79149, -3.81402, 3.26449], [0.22048, -0.86967, 3.85749], [0.81158, -2.00661, 5.04982], [-1.83459, -2.40035, 3.56591], [-1.70862, -1.54858, 5.08203], [-0.84945, -4.47607, 4.72243], [-2.36091, -3.93853, 5.43984], [-0.82775, -3.56261, 6.22298], [-1.02362, -5.04113, 2.53445], [-2.59825, -6.16137, 0.99803], [-3.16485, -5.17546, -1.17893], [-2.17904, -3.03366, -1.90518]],
  "forces_ev_per_a": [[0.2, 0.2, 0.4], [-0.1, -0.1, -0.2], [0.0, 0.0, 0.1], [0.0, 0.0, 0.0], [0.0, 0.0, 0.0], [0.0, 0.0, 0.0], [0.0, 0.0, 0.0], [0.1, 0.0, 0.0], [0.0, 0.0, 0.0], [0.0, 0.0, 0.0], [0.0, 0.0, 0.0], [0.0, 0.0, 0.0], [0.0, 0.0, 0.0], [0.0, 0.1, 0.0], [0.0, 0.2, 0.0], [0.0, 0.0, 0.0], [0.0, -0.1, 0.0], [0.1, 0.0, 0.0], [0.0, 0.0, 0.0], [-0.1, -0.3, -0.2], [-0.1, 0.1, 0.0], [0.1, -0.2, 0.0], [0.0, 0.0, 0.0], [0.0, 0.0, 0.0], [0.0, 0.0, 0.0], [0.0, 0.0, 0.0], [-0.1, 0.0, 0.0], [0.0, 0.0, 0.0], [0.0, 0.0, 0.0], [0.0, 0.0, 0.0], [0.0, 0.0, 0.0], [0.0, 0.0, 0.0], [0.0, 0.0, 0.0], [0.0, 0.0, 0.0], [0.0, 0.0, 0.0], [0.0, 0.0, 0.0], [0.0, 0.0, 0.0], [0.0, 0.0, 0.0], [0.0, 0.0, 0.0], [0.0, 0.0, 0.0], [0.0, 0.0, 0.0], [0.0, 0.0, 0.0], [0.0, 0.0, 0.0], [0.0, 0.0, 0.0], [0.0, 0.0, 0.0], [0.0, 0.0, 0.0], [0.0, 0.0, 0.0], [0.0, 0.0, 0.0], [0.0, 0.0, 0.0], [0.0, 0.0, 0.0], [0.0, 0.0, 0.0], [0.0, 0.0, 0.0], [0.0, 0.0, 0.0], [0.0, 0.0, 0.0], [0.0, 0.0, 0.0], [0.0, 0.0, 0.0], [0.0, 0.0, 0.0], [0.0, 0.0, 0.0], [0.0, 0.0, 0.0], [0.0, 0.0, 0.0], [0.0, 0.0, 0.0], [0.0, 0.0, 0.0], [0.0, 0.0, 0.0], [0.0, 0.0, 0.0], [0.0, 0.0, 0.0], [0.0, 0.0, 0.0], [0.0, 0.0, 0.0], [0.0, 0.0, 0.0], [0.0, 0.0, 0.0], [0.0, 0.0, 0.0], [0.0, 0.0, 0.0], [0.0, 0.0, 0.0]],
  "lowdin_charge": [0.2218, 1.0375, -0.6875, -0.1567, -0.0700, -0.0640, -0.0791, -0.2423, 0.0971, 0.1121, 0.1125, 0.1094, 0.0999, -0.3373, 1.7953, -0.3362, -0.3952, -0.5672, -0.3303, -0.6269, 1.2082, -0.5710, -0.0996, -0.0543, -0.0367, -0.0528, -0.0995, 0.1068, 0.1161, 0.1177, 0.1161, 0.1083, -0.0961, -0.2426, -0.1931, -0.1394, 0.0055, -0.6348, 0.7365, -0.0128, -0.1493, -0.1833, -0.2498, -0.0995, -0.1392, 0.0114, -0.0576, -0.0588, 0.0055, -0.1415, 0.0785, 0.0522, 0.0796, 0.1026, 0.1091, 0.0652, 0.1160, 0.0760, 0.1200, 0.0914, 0.1236, 0.0907, 0.1252, 0.1002, 0.1103, 0.0532, 0.0780, 0.0803, 0.1050, 0.1131, 0.1126, 0.1037],
  "charge": 1,
  "lumo_ev": -4.6,
  "molar_mass_g_mol": 1015.1,
  "spin_multiplicity": 1,
  "largest_force_ha_per_bohr": 0.00939,
  "total_energy_ev": -195886.31601,
  "homo_lumo_gap_ev": 5.87
}